This record from the OMol25 dataset describes a 9-piece molecular cluster, C19H46O9 overall at a distorted geometry. The level of theory is ωB97M-V/def2-TZVPD.

Structure (ORCA input):
```
! wB97M-V def2-TZVPD RIJCOSX def2/J DEFGRID3
* xyz 0 1
H 22.62483 1.49902 10.90737
H 22.60514 1.33383 2.76340
C 19.65362 -1.97865 4.69381
H 22.76090 -3.59029 9.48328
C 21.81566 1.32647 3.51990
H 26.13444 -0.13279 3.72677
C 24.66123 -0.70419 5.22900
O 23.69672 -1.43524 5.32296
H 24.75893 -0.51372 7.29929
O 25.69834 -2.88902 8.27927
H 22.45129 4.22506 3.17601
C 20.94514 -2.60195 4.26579
H 19.08081 3.22955 5.15751
H 24.83281 0.81742 10.58558
H 20.95686 4.64519 3.87652
H 20.91363 0.66982 7.25371
H 21.12138 -2.45988 3.19145
O 22.40080 1.88010 10.05672
H 23.86425 4.31678 6.93065
C 25.05833 -0.11178 3.89975
H 22.37574 1.18632 4.44826
H 18.28991 -2.99256 3.46377
H 22.43057 -0.16746 7.62014
H 16.01873 3.02714 6.16214
H 16.07143 2.36185 7.81451
H 17.52119 -2.20304 4.80968
C 24.59685 -3.37627 8.36018
C 24.85046 3.95581 6.62804
H 18.44384 -3.71565 5.10578
C 16.55617 2.35729 6.84230
C 21.72705 3.87097 3.91116
H 16.49578 1.36790 6.38923
H 24.64558 -5.51592 7.88659
C 18.39389 -2.79182 4.53541
H 24.69467 0.90491 3.75551
C 23.49028 -2.82307 9.21898
H 22.51082 2.08270 8.24563
C 21.98808 0.65652 7.04690
H 21.17678 3.40044 9.37357
C 25.36142 -0.19668 6.45063
H 25.86415 0.28233 9.30327
H 22.11015 3.74984 4.92398
H 24.65399 -4.42156 6.50686
O 19.65789 -0.93046 5.29700
H 22.89286 -2.12970 8.61691
H 24.58182 -0.69428 3.10852
H 20.94077 -3.69204 4.33894
C 17.96707 2.86485 6.95492
O 19.82949 2.59880 3.30481
O 26.51846 2.04900 10.20216
O 25.65763 4.92504 5.99023
C 24.24532 -4.57761 7.50235
H 26.39699 -0.51553 6.53724
C 21.02414 2.60670 3.51260
H 24.75591 3.08415 5.98488
H 18.70981 1.52553 5.38700
H 21.16790 0.46191 3.39594
H 21.31152 3.30422 11.13544
H 19.93961 2.36260 6.38579
H 25.24330 0.89130 6.40996
H 23.85404 -2.31990 10.11119
H 22.10214 0.33719 6.01184
H 26.07172 5.50832 6.62645
H 24.82426 1.65870 9.05892
O 18.29837 3.50900 7.92865
H 20.31705 2.14892 10.18381
O 22.52761 1.93745 7.27980
H 25.34031 3.61101 7.54833
C 25.48482 1.18096 9.78673
C 21.25099 2.71632 10.21946
H 21.80764 -2.17107 4.76906
H 26.15562 2.64954 10.85789
H 23.15743 -4.66252 7.49151
C 18.96251 2.44380 5.91049
*
```

SMILES: CC(C)=O.CC(C)=O.CC(C)=O.CC(C)=O.CC(C)=O.CO.CO.CO.CO
HOMO-LUMO gap in eV: 9.513
ΔE to the lowest compared entry with this formula, charge and spin in kJ/mol: 0.0
Highest occupied orbital energy in eV: -9.15

Taken from the Mulliken analysis, the atomic charges in e are:
1 H 0.2860
2 H 0.5688
3 C 0.8662
4 H 0.4484
5 C 0.1227
6 H 0.4494
7 C 0.7156
8 O -0.5334
9 H -0.4027
10 O -0.5675
11 H 0.4599
12 C -0.5359
13 H 0.3981
14 H 0.2050
15 H 0.4056
16 H 0.5148
17 H 0.3039
18 O -0.4891
19 H 0.2013
20 C -1.3895
21 H -0.7212
22 H 0.3677
23 H -0.0626
24 H 0.2961
25 H 0.3715
26 H 0.3069
27 C 0.9696
28 C 0.0212
29 H 0.3364
30 C -1.1741
31 C -1.1104
32 H 0.2909
33 H 0.3545
34 C -1.4032
35 H 0.1746
36 C -0.9969
37 H 0.0415
38 C 0.0219
39 H 0.2638
40 C 0.0159
41 H 0.1448
42 H 0.0683
43 H 0.2750
44 O -0.3494
45 H 0.0777
46 H 0.3855
47 H 0.4295
48 C 0.5894
49 O -0.6156
50 O -0.5680
51 O -0.5679
52 C -1.1425
53 H 0.5351
54 C 0.6859
55 H -0.1415
56 H 0.2596
57 H 0.0942
58 H 0.4135
59 H -0.0608
60 H -0.1472
61 H 0.3114
62 H -0.4887
63 H 0.3187
64 H 0.0126
65 O -0.5979
66 H 0.2600
67 O -0.0355
68 H 0.1642
69 C -0.0584
70 C -0.8041
71 H -0.0925
72 H 0.3078
73 H 0.3183
74 C -0.3734

---

This record from the OMol25 dataset describes a 5-piece molecular cluster, C19H47NO8S4 overall at a distorted geometry. The level of theory is ωB97M-V/def2-TZVPD.

Structure (ORCA input):
```
! wB97M-V def2-TZVPD RIJCOSX def2/J DEFGRID3
* xyz 0 1
H 1.13643 6.79796 3.09665
H 1.89128 -1.59061 -0.62962
C 1.60591 7.76604 2.94765
O 0.14841 5.28472 1.65866
H -2.32418 1.41323 -2.61523
H -0.64052 2.91692 2.89965
H 3.41893 -4.17761 -1.26056
C 2.96766 9.86101 3.90046
O -0.62652 -2.64666 1.11527
H -0.94715 -1.57611 3.44887
S -0.05043 4.02944 0.88281
H -2.40020 2.51012 -4.00283
C 2.11593 -2.85199 -2.39134
H -6.58320 -0.83742 -4.10137
C 0.00699 -3.29008 -0.00673
H 2.18754 10.50195 3.48988
C -0.86034 -5.56657 0.74720
H 2.29756 -2.31067 -3.31221
H -4.71449 -1.85436 -2.79395
C -1.94399 2.33888 -3.03159
H -2.16232 3.16574 -2.35420
O 0.04861 1.14507 -4.27502
H 0.35820 -3.72743 3.07809
H 1.05401 2.62982 2.44201
H -0.46807 3.85733 -4.87736
H 2.72565 -4.50255 2.46683
C 2.19932 -2.65750 3.47557
H -4.22104 -2.86620 -4.18970
C 2.84748 -4.04048 3.43947
C 1.30542 -1.92808 -1.47886
H -2.02175 2.91900 0.11319
H 1.06875 -1.04383 -2.03758
H 2.56858 -2.06956 4.30361
H 1.51612 -3.72319 -2.62106
O 1.25348 -3.76434 0.35736
H -1.88268 -4.08403 -0.38926
N -0.00649 -1.60800 3.07984
H -0.14931 4.55456 -3.25676
C -6.04479 -0.84577 -5.04897
H -1.83960 -6.03574 0.72368
H 3.83134 -2.49299 -1.10219
O 3.34647 7.44988 4.91590
H -0.24286 1.73294 1.62294
H -6.41410 -0.04857 -5.68997
C 0.18220 -6.66901 0.50896
S -0.17190 2.16635 -3.21310
H 1.18091 3.84292 -4.20086
H 2.41224 -2.13340 2.54436
H -2.10687 4.68635 -0.09822
C 0.12148 3.77136 -3.96474
H 3.70422 9.61523 3.13560
H 1.78978 -3.07856 0.76797
H 0.42927 -2.91067 4.60862
H -0.29547 -7.63515 0.40239
S 2.22662 8.34615 4.52667
C -0.07805 -1.52922 1.65769
H 0.86617 8.47158 2.56893
H 0.77102 -6.47193 -0.37787
C 0.68465 -2.80655 3.55764
C 0.03264 2.68787 2.07306
H -0.58246 -4.86982 -1.29711
H -6.16608 -1.80532 -5.55122
H -2.35654 3.97997 1.51804
C -1.81568 3.88376 0.57677
H 2.32764 -4.68445 4.14424
C -0.87602 -4.48526 -0.33071
O 0.04237 -2.46822 -1.10569
H 0.88025 -6.74553 1.33559
H 3.45461 10.36455 4.73270
O -4.20653 0.68295 -3.91753
H 4.23745 -3.31157 -2.57371
C -4.04179 -1.93775 -3.64775
S -4.29789 -0.54574 -4.75226
H 3.89191 -3.99425 3.71700
C 3.47720 -3.24148 -1.80542
H -0.76967 -5.12832 1.73196
H -3.00675 -1.90455 -3.31035
O 0.27010 -0.54118 1.05398
H 2.43291 7.66462 2.24512
*
```

HOMO-LUMO gap in eV: 8.923
Highest occupied orbital energy in eV: -8.43

Taken from the Mulliken analysis, the atomic charges in e are:
1 H 0.2461
2 H 0.1561
3 C -0.8232
4 O -0.6017
5 H 0.1957
6 H 0.3741
7 H 0.2003
8 C -0.9190
9 O -0.3306
10 H 0.3221
11 S 0.5161
12 H 0.3869
13 C -0.4308
14 H 0.3048
15 C 0.4200
16 H 0.3335
17 C -0.2123
18 H 0.4366
19 H 0.3211
20 C -0.7921
21 H 0.2787
22 O -0.6743
23 H -0.1786
24 H 0.3235
25 H 0.3005
26 H 0.2573
27 C -0.2691
28 H 0.4174
29 C -1.2373
30 C -0.1841
31 H 0.3079
32 H 0.4857
33 H 0.4296
34 H 0.2792
35 O -0.4251
36 H 0.2927
37 N -0.3119
38 H 0.3298
39 C -1.0068
40 H 0.4492
41 H 0.2964
42 O -0.6206
43 H 0.0815
44 H 0.3268
45 C -1.0923
46 S 0.6455
47 H 0.3352
48 H 0.1924
49 H 0.3238
50 C -0.9983
51 H 0.2947
52 H 0.3351
53 H 0.5321
54 H 0.3415
55 S 0.4932
56 C 0.1980
57 H 0.3580
58 H 0.2556
59 C -0.0954
60 C -0.6997
61 H 0.3525
62 H 0.3764
63 H 0.3749
64 C -0.9681
65 H 0.3668
66 C -0.9374
67 O -0.4592
68 H 0.2464
69 H 0.3204
70 O -0.5982
71 H 0.3740
72 C -0.8296
73 S 0.5167
74 H 0.3686
75 C -1.1107
76 H 0.1283
77 H 0.1595
78 O -0.4762
79 H 0.3234